Record 1
Computed, not measured: a 3-piece molecular cluster, C4H18N2O2 overall at a distorted geometry, with ωB97M-V/def2-TZVPD.

```
26
Properties=species:S:1:pos:R:3
C 1.06387 1.78521 -1.72865
C -0.06717 0.84975 -1.07817
C 0.31736 -0.62648 -0.90968
C 1.22283 -0.57943 0.36759
N 0.49757 -0.79705 1.67506
N -1.16817 0.90078 -2.07967
H 1.75739 2.07198 -0.90945
H 1.71111 1.53955 -2.51541
H 0.63490 2.79056 -1.93083
H -0.40173 1.30082 -0.05878
H 0.74806 -1.09133 -1.84765
H -0.48105 -1.34471 -0.73815
H 1.92659 -1.37590 0.22462
H 1.71971 0.34670 0.38843
H 1.20850 -0.80139 2.48637
H -0.23882 0.02761 1.84427
H 0.02026 -1.66885 1.70177
H -1.49846 1.88433 -2.23386
H -2.01246 0.28943 -1.89402
H -0.75769 0.60525 -2.95712
H -1.98408 0.85080 2.54210
H -1.26351 2.29678 2.69777
O -1.31723 1.40547 2.13309
H -1.08752 -3.38746 2.16082
H -0.06467 -4.06782 1.22196
O -0.48558 -3.20459 1.43759
```

The spin multiplicity is 2. The total charge is +3. As for the HOMO energy (spin up / spin down): -24.020 / -23.155 eV. For the HOMO-LUMO gap (spin up / spin down), the calculation gives 0.50033 / 0.13587 hartree.

Record 2
Computed, not measured: a 5-piece molecular cluster, C4H18N2O5 overall at a distorted geometry, with ωB97M-V/def2-TZVPD.

```
29
Properties=species:S:1:pos:R:3
C 2.87826 1.56075 0.61621
N 1.44989 1.36155 0.87469
C 0.48924 1.11875 -0.05193
O -0.65269 0.85942 0.30954
C 0.75837 1.27850 -1.55843
C 0.39190 0.06570 -2.33991
N -0.08345 2.46159 -1.83068
H 3.42154 0.75240 1.06677
H 3.14641 1.60244 -0.42249
H 3.18171 2.43580 1.19348
H 1.16225 1.22708 1.83786
H 1.75872 1.66493 -1.69943
H 0.59981 0.15021 -3.40698
H -0.68558 -0.11389 -2.40835
H 0.68991 -0.97523 -2.16347
H 0.16638 2.84754 -2.72159
H -0.97099 2.48597 -1.36806
O -2.72638 -0.51434 3.06436
H -2.61797 -1.18918 2.38712
H -1.89476 -0.35577 3.51377
O 1.67913 -2.29850 1.98860
H 1.55050 -1.41902 1.60007
H 0.77116 -2.57158 2.16386
O -3.82474 -1.23807 0.52636
H -3.40847 -1.14195 -0.34982
H -3.30621 -0.45865 0.81808
O -0.92004 -3.17743 -0.54897
H -1.54080 -2.48095 -0.78056
H -1.46308 -3.93807 -0.31012
```

The spin multiplicity is 1. As for the structure (SMILES): CNC(=O)[C@@H](C)N.O.O.O.O. As for the HOMO energy: -9.313 eV. For the HOMO-LUMO gap, the calculation gives 0.35632 hartree.

Record 3
Computed, not measured: a 4-piece molecular cluster, C4H18N3O4 overall at a distorted geometry, with ωB97M-V/def2-TZVPD.

```
29
Properties=species:S:1:pos:R:3
N 0.45418 0.86922 0.42426
C -0.67706 0.69883 -0.52774
C -1.79526 -0.26831 -0.01012
N -1.11258 -1.23148 0.83645
C -0.40244 -2.27586 0.12284
C 1.00472 -2.40079 0.72344
N 1.62761 -3.63761 0.81223
O 1.66318 -1.46037 1.14124
H 0.02235 0.70231 1.36270
H 1.14434 0.11233 0.54036
H 0.75272 1.84918 0.32642
H -1.00982 1.76390 -0.65477
H -0.21133 0.32043 -1.42585
H -2.59292 0.19437 0.58094
H -2.21345 -0.68374 -0.91421
H -1.67777 -1.64681 1.57484
H -0.64432 -3.37686 0.07316
H -0.15539 -2.12433 -0.92036
H 2.44869 -3.78779 1.38150
H 1.30860 -4.41373 0.27197
H -3.11413 2.59545 1.34972
H -1.85867 2.95483 2.31933
O -2.16837 2.57859 1.49478
H 1.91003 3.99471 -0.86987
H 0.54139 3.87239 -0.26763
O 1.42211 3.47375 -0.21750
H 1.57126 1.07848 -3.58790
H 2.15751 -0.23805 -3.13287
O 1.60481 0.48694 -2.80735
```

The spin multiplicity is 1. The total charge is +1. As for the HOMO energy: -12.950 eV. For the HOMO-LUMO gap, the calculation gives 0.38682 hartree.

Record 4
Computed, not measured: a 4-piece molecular cluster, C4H18NO3 overall at a distorted geometry, with ωB97M-V/def2-TZVPD.

```
26
Properties=species:S:1:pos:R:3
C 1.91155 0.17375 -0.98386
C 0.38562 0.05894 -1.15080
C -0.05590 -1.06618 -2.08971
C -1.55925 -0.84622 -2.43635
N -0.19215 -0.10340 0.24261
H 2.33051 -0.16022 -1.91198
H 2.30847 -0.54307 -0.30393
H 2.31104 1.17693 -0.89430
H -0.03325 1.00403 -1.45998
H 0.52810 -0.98520 -3.08938
H 0.20229 -2.01362 -1.51617
H -1.69876 -1.32014 -3.39438
H -2.16989 -1.34238 -1.60793
H -1.74089 0.19810 -2.59981
H 0.58648 0.23389 0.93508
H -0.99811 0.51002 0.42280
H -0.51490 -1.07190 0.51598
H 1.92220 1.13683 2.44252
H 3.26186 1.12516 1.66124
O 2.26989 0.94890 1.66723
H -1.60111 1.46684 2.66522
H -2.14114 2.60480 2.03727
O -1.80517 1.70311 1.70491
H -2.03063 -0.81699 2.82264
H -0.55070 -1.29335 3.51635
O -0.92614 -0.77862 2.80471
```

The spin multiplicity is 1. The total charge is +1. As for the HOMO energy: -14.887 eV. For the HOMO-LUMO gap, the calculation gives 0.43403 hartree.

Record 5
Computed, not measured: a 5-piece molecular cluster, C4H18O4 overall at a distorted geometry, with ωB97M-V/def2-TZVPD.

```
26
Properties=species:S:1:pos:R:3
C 1.13474 -0.79431 -4.97342
C -0.16828 -1.58892 -4.85088
C -0.53250 -2.17907 -3.44288
C 0.71094 -2.31583 -2.51919
H 1.23411 0.01670 -4.27025
H 1.24928 -0.53827 -5.91932
H 1.90436 -1.40845 -4.55397
H -0.18121 -2.36004 -5.60749
H -0.96148 -0.86110 -5.20051
H -1.34205 -1.52836 -3.07734
H -1.04407 -3.27497 -3.61450
H 1.33461 -2.97241 -2.89115
H 0.30361 -2.61824 -1.49148
H 1.53054 -1.31117 -2.57796
O 2.00237 1.64021 6.40011
H 1.12031 1.80866 6.19466
H 2.40458 1.24397 5.60713
O -2.80745 0.58324 4.62287
H -2.10198 1.18382 4.76893
H -3.71898 0.86923 4.71128
O 0.42393 2.68503 1.32732
H 1.37206 2.31078 1.13573
H -0.17745 1.87768 1.30013
O -1.10258 2.95861 5.99476
H -1.47371 2.58351 6.81148
H -1.11371 3.98969 6.11595
```

The spin multiplicity is 1. As for the structure (SMILES): CCCC.O.O.O.O. As for the HOMO energy: -10.782 eV. For the HOMO-LUMO gap, the calculation gives 0.40860 hartree.

Record 6
Computed, not measured: a 5-piece molecular cluster, C4H18O4 overall, with ωB97M-V/def2-TZVPD.

```
26
Properties=species:S:1:pos:R:3
C 0.23377 -1.21952 -1.90331
C 0.67769 0.24328 -1.79773
C 1.12798 0.65829 -0.38590
C 1.49221 2.15319 -0.38777
H 0.81718 -1.92380 -1.30517
H 0.32036 -1.65602 -2.89795
H -0.80493 -1.32331 -1.55982
H -0.12836 0.91780 -2.09841
H 1.48323 0.43022 -2.50900
H 1.99487 0.11716 -0.01377
H 0.31429 0.38288 0.29825
H 1.28958 2.64675 0.55962
H 0.85239 2.74313 -1.06280
H 2.53402 2.23533 -0.68310
O -0.39181 -1.21453 2.77728
H -0.04488 -0.53723 3.36418
H -1.21283 -0.83048 2.41384
O -2.74037 -0.00600 1.97368
H -2.56816 0.14999 1.02972
H -3.60129 -0.43286 2.00182
O 1.50522 -2.27798 0.94266
H 1.17226 -1.63234 1.58205
H 1.98115 -2.94751 1.44789
O -2.48749 1.14331 -0.58994
H -1.82945 1.74171 -0.20324
H -1.98663 0.43854 -0.99307
```

The spin multiplicity is 1. As for the structure (SMILES): CCCC.O.O.O.O. As for the HOMO energy: -10.823 eV. For the HOMO-LUMO gap, the calculation gives 0.41881 hartree.